No. 1
Here is C3H4ClN in the gas phase from OMol25. Energies are from ωB97M-V/def2-TZVPD.

The multiplicity is 1. The calculation puts the HOMO-LUMO gap (alpha / beta) at 8.507 / 8.504 eV. The value obtained for the total energy is -17181.7655 eV. The total charge is 0. The value obtained for the lowest unoccupied orbital energy (alpha / beta) is -0.268 / -0.268 eV. For the relative energy (zero: lowest compared OMol25 entry of this formula, charge and spin), the calculation gives 137.7 kcal per mole.

Structure (XYZ):
```
9
Properties=species:S:1:pos:R:3:mulliken_charge:R:1
C -0.5531 -1.3857 0.0748 -0.54
C 0.5053 -0.7562 -0.0386 0.20
C 1.2897 0.3052 -0.2198 -0.37
N -1.2901 1.4626 -0.0589 -0.52
Cl -2.0370 0.0416 0.0695 0.17
H -1.0101 -2.3668 0.1531 0.43
H 1.7773 0.4702 -1.2232 0.17
H 2.1401 0.5560 0.4984 0.21
H -0.8223 1.6732 0.7447 0.26
```

No. 2
Here is C4H9N in the gas phase from OMol25. Energies are from ωB97M-V/def2-TZVPD.

The multiplicity is 1. The calculation puts the HOMO-LUMO gap at 10.994 eV. The value obtained for the total energy is -5783.3064 eV. The total charge is 0. The value obtained for the lowest unoccupied orbital energy is 1.235 eV. For the relative energy (zero: lowest compared OMol25 entry of this formula, charge and spin), the calculation gives 11.7 kcal per mole.

Structure (XYZ):
```
14
Properties=species:S:1:pos:R:3:mulliken_charge:R:1
C -0.4229 -1.0534 2.0665 -1.17
C -0.0418 0.0644 1.1219 -0.29
C -0.3900 -0.2438 -0.3297 -0.55
C 0.8933 0.6813 -2.0157 -0.26
N -0.0341 0.8655 -1.1892 -0.40
H -1.4906 -1.2738 2.0647 0.32
H -0.1426 -0.8185 3.0955 0.33
H 0.0512 -2.0066 1.8189 0.32
H -0.5227 0.9951 1.4331 0.28
H 1.0238 0.2787 1.2025 0.26
H 0.0900 -1.1864 -0.6176 0.38
H -1.4703 -0.3744 -0.3820 0.29
H 1.4051 -0.2781 -2.1351 0.22
H 1.2020 1.4833 -2.6906 0.27
```

No. 3
Here is 2 unconnected molecules or ions with the total composition CH7NSi from OMol25. Energies are from ωB97M-V/def2-TZVPD.

The multiplicity is 1. The calculation puts the HOMO-LUMO gap (alpha / beta) at 8.785 / 9.036 eV. The value obtained for the total energy is -10514.5754 eV. The total charge is 0. The value obtained for the lowest unoccupied orbital energy (alpha / beta) is -0.381 / -0.305 eV. For the relative energy (zero: lowest compared OMol25 entry of this formula, charge and spin), the calculation gives 88.3 kcal per mole.

Structure (XYZ):
```
10
Properties=species:S:1:pos:R:3:mulliken_charge:R:1
C 0.5792 -1.1723 0.4118 -0.66
N 0.5310 1.4329 -0.6916 -0.51
Si -0.5430 0.1965 -0.1191 0.36
H 0.9632 -1.1199 1.4221 0.31
H -1.2735 -1.8115 1.1094 0.01
H 1.1842 -1.9938 -0.0871 0.27
H 0.6668 1.5154 -1.6991 0.22
H 0.7152 2.2737 -0.1742 0.23
H -1.7198 0.0932 -1.2534 -0.09
H -1.1034 0.5857 1.0812 -0.15
```

No. 4
Here is 2 unconnected molecules or ions with the total composition C9H17ClOSi from OMol25. Energies are from ωB97M-V/def2-TZVPD.

The multiplicity is 1. The calculation puts the HOMO-LUMO gap at 9.139 eV. The value obtained for the total energy is -32053.4770 eV. The total charge is 0. The value obtained for the lowest unoccupied orbital energy is 0.765 eV. For the relative energy (zero: lowest compared OMol25 entry of this formula, charge and spin), the calculation gives 98.1 kcal per mole.

Structure (XYZ):
```
29
Properties=species:S:1:pos:R:3:mulliken_charge:R:1
C 0.8071 2.4864 1.6502 -1.17
C 2.0795 1.2685 -2.5465 -0.87
C 1.6518 1.2939 1.1243 -0.29
C 1.6324 1.6065 -1.3346 -0.10
C 0.6543 -2.8239 -0.6546 -1.42
C -1.2652 -2.3095 0.9568 -1.61
C -0.4408 -1.8750 -0.2967 1.24
C -0.5244 -0.7744 -0.9872 -0.30
C 1.9336 0.8903 -0.0953 0.86
O -1.1957 0.3505 -0.8554 -0.22
Si -2.5525 0.8892 -0.0982 0.44
Cl 2.9652 -0.5231 -0.0652 -0.20
H 1.4824 3.1363 2.3295 0.34
H 0.5236 3.0857 0.8385 0.35
H 1.8985 1.8358 -3.4515 0.27
H 2.5630 0.3129 -2.7262 0.25
H 1.9838 0.7055 2.0498 0.26
H 0.8484 2.3946 -1.2830 0.10
H 1.3462 -2.1519 -1.2186 0.25
H 1.2139 -3.2692 0.1478 0.34
H 0.2855 -3.6723 -1.1975 0.34
H -0.6692 -2.9255 1.6500 0.35
H -1.7710 -1.5980 1.5129 0.46
H -2.0048 -2.9573 0.4796 0.36
H -0.0945 2.0897 2.3086 0.21
H 0.1393 -0.6312 -1.9387 0.24
H -2.5858 2.1975 -0.7474 -0.16
H -2.3320 1.0501 1.2495 -0.17
H -3.6953 0.1390 -0.4403 -0.15
```